(1)
{"formula": "C52H68BNO5S3", "method": "ωB97M-V/def2-TZVPD", "species": ["C", "C", "C", "C", "N", "C", "C", "C", "C", "C", "C", "B", "O", "O", "C", "C", "O", "S", "O", "O", "C", "S", "S", "C", "C", "C", "H", "H", "H", "H", "H", "H", "H", "H", "H", "H", "H", "H", "H", "H", "H", "H", "H", "H", "H", "H", "H", "H", "H", "H", "H", "H", "H", "H", "H", "H", "H", "H", "C", "C", "C", "C", "C", "C", "H", "H", "H", "H", "H", "H", "C", "C", "C", "C", "C", "C", "H", "H", "H", "H", "H", "H", "C", "C", "C", "C", "C", "C", "H", "H", "H", "H", "H", "H", "C", "C", "C", "C", "C", "C", "H", "H", "H", "H", "H", "H", "C", "C", "C", "C", "C", "C", "H", "H", "H", "H", "H", "H", "C", "C", "C", "C", "C", "C", "H", "H", "H", "H", "H", "H"], "positions_angstrom": [[-1.782, -5.048, -8.769], [-1.498, -4.950, -7.215], [-2.818, -4.440, -6.543], [-2.833, -4.628, -4.957], [-1.451, -4.928, -4.519], [-0.787, -3.797, -3.855], [-0.951, -2.422, -4.625], [0.205, -1.509, -4.122], [0.340, -0.192, -5.002], [0.475, 1.022, -4.037], [0.377, 2.422, -4.780], [-1.190, 2.596, -5.167], [-1.570, 2.977, -6.474], [-2.166, 2.308, -4.180], [0.860, 3.630, -3.906], [2.358, 3.530, -3.406], [2.976, 2.290, -3.784], [2.110, 1.035, -3.169], [2.867, -0.220, -3.345], [1.833, 1.234, -1.715], [-1.349, -6.141, -3.744], [-0.272, -7.297, -4.278], [-2.315, -6.525, -2.257], [-2.737, -4.960, -1.387], [-3.994, -4.218, -2.013], [-5.040, -3.812, -0.935], [-2.485, -5.866, -9.023], [-2.296, -4.100, -9.068], [-0.851, -5.088, -9.364], [-1.179, -5.950, -6.871], [-0.661, -4.225, -7.116], [-2.914, -3.365, -6.808], [-3.640, -5.052, -6.972], [-3.471, -5.525, -4.788], [-3.299, -3.771, -4.436], [0.306, -3.998, -3.768], [-1.145, -3.595, -2.818], [-1.952, -2.042, -4.316], [-0.930, -2.554, -5.724], [0.065, -1.230, -3.060], [1.174, -2.039, -4.218], [1.214, -0.283, -5.675], [-0.565, -0.144, -5.642], [-0.266, 0.970, -3.211], [0.943, 2.347, -5.733], [-1.764, 3.915, -6.537], [-2.547, 3.110, -3.813], [0.813, 4.531, -4.564], [0.195, 3.848, -3.047], [2.377, 3.653, -2.306], [2.936, 4.365, -3.839], [-1.879, -4.281, -1.235], [-3.070, -5.266, -0.367], [-3.609, -3.303, -2.525], [-4.415, -4.841, -2.831], [-5.668, -4.643, -0.564], [-4.499, -3.328, -0.090], [-5.709, -3.042, -1.383], [-3.442, 1.266, 2.082], [-4.434, 0.747, 1.258], [-4.093, -0.090, 0.203], [-2.759, -0.406, -0.030], [-1.766, 0.119, 0.787], [-2.107, 0.954, 1.844], [-3.708, 1.915, 2.907], [-5.473, 0.996, 1.438], [-4.864, -0.498, -0.440], [-2.494, -1.060, -0.853], [-0.726, -0.121, 0.601], [-1.333, 1.364, 2.483], [-3.246, 6.415, 0.617], [-2.350, 7.005, -0.265], [-1.421, 6.222, -0.940], [-1.386, 4.848, -0.729], [-2.277, 4.260, 0.161], [-3.208, 5.042, 0.833], [-3.974, 7.025, 1.139], [-2.375, 8.076, -0.428], [-0.724, 6.682, -1.631], [-0.663, 4.236, -1.256], [-2.246, 3.190, 0.330], [-3.903, 4.582, 1.524], [3.702, 3.441, 3.021], [2.822, 2.939, 2.069], [3.307, 2.231, 0.976], [4.675, 2.028, 0.834], [5.556, 2.538, 1.781], [5.069, 3.243, 2.876], [3.321, 3.988, 3.876], [1.755, 3.100, 2.180], [2.622, 1.837, 0.236], [5.054, 1.473, -0.017], [6.622, 2.384, 1.667], [5.756, 3.638, 3.615], [0.780, -1.395, 3.758], [1.675, -0.800, 2.877], [2.604, -1.579, 2.197], [2.642, -2.953, 2.403], [1.753, -3.547, 3.292], [0.822, -2.768, 3.968], [0.051, -0.789, 4.283], [1.647, 0.271, 2.717], [3.299, -1.115, 1.507], [3.365, -3.561, 1.872], [1.787, -4.617, 3.458], [0.128, -3.232, 4.660], [1.746, 3.848, 6.425], [1.283, 5.020, 5.839], [1.267, 6.203, 6.567], [1.711, 6.214, 7.884], [2.166, 5.040, 8.473], [2.185, 3.857, 7.744], [1.764, 2.927, 5.855], [0.934, 5.011, 4.812], [0.909, 7.117, 6.109], [1.701, 7.136, 8.451], [2.507, 5.047, 9.501], [2.542, 2.943, 8.202], [3.550, -3.575, 8.982], [2.431, -2.815, 8.666], [2.260, -2.332, 7.374], [3.211, -2.605, 6.398], [4.335, -3.358, 6.717], [4.504, -3.844, 8.008], [3.680, -3.957, 9.987], [1.690, -2.599, 9.427], [1.386, -1.742, 7.126], [3.078, -2.231, 5.392], [5.080, -3.566, 5.958], [5.380, -4.433, 8.255]], "mulliken_charge": [-1.310, 0.161, -1.057, -0.689, 0.514, -0.472, -0.487, -0.808, -0.949, -0.488, 0.226, 0.576, -0.616, -0.507, -0.237, -0.379, -0.448, 1.330, -0.702, -0.562, -0.123, -0.180, -0.119, -0.808, 0.657, -1.507, 0.311, 0.315, 0.374, 0.104, 0.161, 0.254, 0.491, 0.719, 0.085, 0.537, -0.371, 0.245, 0.244, 0.402, 0.474, 0.304, 0.484, 0.481, 0.062, 0.297, 0.250, 0.477, -0.447, 0.218, 0.416, 0.437, 0.508, -0.321, 0.314, 0.373, 0.355, 0.352, -0.419, -0.537, -0.539, -0.484, -0.375, -0.705, 0.476, 0.380, 0.496, 0.586, 0.587, 0.502, -0.458, -0.427, -0.343, -0.240, -0.263, -0.427, 0.367, 0.363, 0.405, 0.311, 0.336, 0.387, -0.113, -0.647, -0.113, -0.776, -0.405, -0.641, 0.290, 0.519, 0.748, 0.462, 0.375, 0.396, -0.451, -0.012, -0.257, -0.706, -0.510, -0.742, 0.437, 0.392, 0.466, 0.462, 0.471, 0.443, -0.346, -0.363, -0.437, -0.361, -0.340, -0.518, 0.521, 0.401, 0.358, 0.355, 0.355, 0.389, -0.413, -0.412, -0.523, 0.025, -0.587, -0.325, 0.357, 0.363, 0.401, 0.385, 0.374, 0.361], "e_tot_ev": -99936.144, "smiles": "CCCCN(CCCC[C@@H]1[C@@H](B(O)O)CCOS1(=O)=O)C(=S)SCCC.c1ccccc1.c1ccccc1.c1ccccc1.c1ccccc1.c1ccccc1.c1ccccc1"}

(2)
{"formula": "C14H16O2", "method": "ωB97M-V/def2-TZVPD", "species": ["C", "C", "C", "C", "C", "C", "C", "O", "H", "H", "H", "H", "H", "H", "H", "H", "C", "C", "C", "C", "C", "C", "C", "O", "H", "H", "H", "H", "H", "H", "H", "H"], "positions_angstrom": [[1.972, 2.151, -0.480], [3.616, 0.268, -1.136], [2.270, 0.772, -0.914], [3.834, -0.883, -1.787], [1.174, -0.026, -1.390], [2.751, -1.751, -2.118], [1.439, -1.267, -1.949], [2.945, -2.943, -2.697], [4.445, 0.867, -0.749], [4.734, -1.527, -1.754], [1.079, 2.503, -0.976], [2.846, 2.761, -0.674], [0.196, 0.379, -1.660], [0.614, -1.912, -2.226], [2.217, -2.935, -3.344], [1.704, 2.267, 0.578], [-1.785, -2.145, 0.534], [-3.767, 0.624, 2.208], [-2.842, 1.634, 2.244], [-3.414, -0.542, 1.542], [-2.144, -0.747, 0.978], [-1.515, 1.464, 1.857], [-1.248, 0.298, 1.161], [-3.238, 2.901, 2.608], [-4.760, 0.783, 2.597], [-4.080, -1.394, 1.435], [-0.774, 2.269, 1.735], [-2.863, 3.665, 2.134], [-2.343, -2.875, 1.135], [-0.807, -2.557, 0.748], [-0.214, 0.069, 0.884], [-2.043, -2.169, -0.524]], "nbo_charge": [-0.686, -0.173, 0.220, -0.215, -0.166, 0.452, -0.227, -0.556, 0.256, 0.267, 0.260, 0.253, 0.264, 0.243, 0.512, 0.287, -0.650, -0.258, 0.315, -0.162, -0.058, -0.279, -0.205, -0.697, 0.243, 0.215, 0.206, 0.495, 0.236, 0.218, 0.174, 0.214], "de_lowest_kcal_mol": 43.0, "s_squared": 0.767, "spin_multiplicity": 2, "total_charge": 1}

(3)
{"formula": "CH4N2O2", "method": "ωB97M-V/def2-TZVPD", "species": ["N", "O", "N", "C", "O", "H", "H", "H", "H"], "positions_angstrom": [[-1.739, -0.745, 0.283], [-0.632, -0.660, -0.682], [0.313, 0.346, -0.430], [1.638, 0.074, -0.177], [2.144, -1.002, -0.246], [-1.460, -0.618, 1.258], [-2.104, 0.189, 0.127], [-0.357, 1.411, -0.297], [2.197, 1.005, 0.164]], "nbo_charge": [-0.463, -0.243, -0.371, 0.501, -0.556, 0.334, 0.311, 0.370, 0.117], "de_lowest_kcal_mol": 99.7, "smiles": "NONC=O"}

(4)
{"formula": "C30H20CuF10N3OS3", "method": "ωB97M-V/def2-TZVPD", "species": ["Cu", "C", "N", "C", "C", "N", "C", "C", "F", "C", "F", "C", "F", "C", "F", "C", "F", "C", "C", "N", "C", "C", "F", "C", "F", "C", "F", "C", "F", "C", "F", "H", "H", "H", "H", "H", "H", "H", "H", "H", "H", "H", "O", "C", "C", "C", "C", "C", "S", "C", "C", "C", "C", "S", "C", "C", "C", "C", "S", "H", "H", "H", "H", "H", "H", "H", "H", "H"], "positions_angstrom": [[0.080, 0.284, 0.288], [-1.441, -2.472, -1.270], [-0.781, -1.228, -1.597], [0.492, -1.464, -2.268], [1.619, -1.608, -1.239], [1.896, -0.352, -0.568], [2.791, 0.477, -1.086], [3.454, 0.441, -2.358], [3.131, -0.487, -3.308], [4.427, 1.339, -2.745], [4.978, 1.227, -3.972], [4.847, 2.357, -1.916], [5.825, 3.219, -2.291], [4.230, 2.457, -0.674], [4.637, 3.425, 0.168], [3.254, 1.577, -0.289], [2.745, 1.719, 0.942], [-1.658, -0.332, -2.320], [-1.223, 1.134, -2.304], [-0.964, 1.640, -0.972], [-1.246, 2.898, -0.671], [-1.934, 3.893, -1.443], [-2.327, 3.660, -2.733], [-2.260, 5.150, -0.976], [-2.928, 6.001, -1.786], [-1.920, 5.568, 0.291], [-2.274, 6.794, 0.756], [-1.178, 4.685, 1.064], [-0.781, 5.077, 2.287], [-0.841, 3.441, 0.600], [-0.059, 2.701, 1.398], [-1.740, -3.037, -2.176], [-2.331, -2.280, -0.669], [-0.774, -3.102, -0.684], [0.721, -0.608, -2.898], [0.435, -2.356, -2.922], [2.508, -2.032, -1.723], [1.295, -2.310, -0.464], [-2.651, -0.400, -1.866], [-1.763, -0.642, -3.379], [-2.022, 1.665, -2.823], [-0.312, 1.245, -2.913], [-0.401, -0.219, 2.165], [-1.646, -0.503, 2.652], [-1.526, -0.485, 4.186], [-2.374, -0.765, 5.215], [-1.739, -0.642, 6.482], [-0.430, -0.281, 6.367], [0.051, -0.085, 4.721], [-2.029, -1.953, 2.320], [-1.136, -2.974, 2.219], [-1.745, -4.242, 2.023], [-3.103, -4.170, 1.980], [-3.648, -2.545, 2.174], [-2.746, 0.467, 2.225], [-3.461, 0.484, 1.067], [-4.357, 1.582, 0.967], [-4.310, 2.389, 2.059], [-3.175, 1.818, 3.215], [-3.409, -1.047, 5.075], [-2.241, -0.814, 7.427], [0.277, -0.123, 7.168], [-0.073, -2.787, 2.278], [-1.198, -5.169, 1.912], [-3.818, -4.961, 1.815], [-3.327, -0.257, 0.295], [-5.000, 1.754, 0.114], [-4.856, 3.301, 2.244]], "nbo_charge": [0.876, -0.402, -0.463, -0.239, -0.214, -0.734, 0.102, 0.198, -0.345, 0.270, -0.324, 0.163, -0.327, 0.253, -0.318, 0.315, -0.305, -0.202, -0.234, -0.725, 0.108, 0.199, -0.346, 0.269, -0.326, 0.161, -0.328, 0.259, -0.315, 0.306, -0.305, 0.138, 0.200, 0.205, 0.208, 0.150, 0.167, 0.180, 0.185, 0.145, 0.190, 0.165, -0.941, 0.079, -0.188, -0.298, -0.280, -0.467, 0.536, -0.062, -0.308, -0.259, -0.462, 0.397, -0.097, -0.291, -0.254, -0.445, 0.436, 0.216, 0.195, 0.210, 0.252, 0.205, 0.214, 0.222, 0.208, 0.221], "e_tot_ev": -142271.058, "total_charge": -2}

(5)
{"formula": "C5H5NO", "method": "ωB97M-V/def2-TZVPD", "species": ["N", "C", "C", "C", "C", "C", "O", "H", "H", "H", "H", "H"], "positions_angstrom": [[-1.367, 2.078, -1.276], [-0.478, 1.520, -0.808], [0.597, 0.790, -0.311], [0.455, -0.662, -0.903], [0.444, -0.388, 0.566], [-0.803, -0.615, 1.326], [-0.817, -1.023, 2.459], [1.491, 1.401, -0.225], [-0.484, -1.029, -1.354], [1.346, -1.072, -1.350], [1.350, -0.615, 1.106], [-1.734, -0.385, 0.771]], "nbo_charge": [-0.317, 0.264, -0.339, -0.351, -0.321, 0.436, -0.495, 0.273, 0.244, 0.235, 0.249, 0.122], "de_lowest_kcal_mol": 40.9, "smiles": "N#C[C@@H]1C[C@@H]1C=O"}

(6)
{"formula": "C6H14ClN2O7V", "method": "ωB97M-V/def2-TZVPD", "species": ["O", "V", "Cl", "O", "O", "O", "O", "C", "O", "N", "C", "C", "H", "H", "H", "H", "H", "H", "H", "C", "O", "N", "C", "C", "H", "H", "H", "H", "H", "H", "H"], "positions_angstrom": [[0.153, -3.019, 0.107], [1.673, -3.048, -0.235], [-1.716, -2.386, 3.306], [-1.248, -3.538, 2.550], [-3.087, -2.586, 3.643], [-1.006, -2.383, 4.566], [-1.527, -1.191, 2.497], [1.340, 0.065, 1.197], [1.661, -0.988, 0.660], [1.747, 1.248, 0.772], [1.322, 2.395, 1.562], [2.349, 1.628, -0.533], [0.910, 0.062, 2.211], [0.592, 2.965, 0.987], [2.186, 3.046, 1.698], [1.007, 2.271, 2.598], [3.238, 2.241, -0.382], [2.643, 0.753, -1.114], [1.505, 2.229, -0.870], [0.261, -0.499, -2.458], [0.989, -1.328, -1.878], [-0.936, 0.070, -2.073], [-1.708, 0.872, -3.013], [-1.609, -0.351, -0.827], [0.484, -0.126, -3.470], [-2.568, 0.266, -3.300], [-1.151, 1.028, -3.937], [-2.017, 1.839, -2.617], [-0.883, -0.538, -0.036], [-2.459, 0.275, -0.556], [-2.145, -1.273, -1.054]], "mulliken_charge": [-0.215, 1.624, 1.681, -0.382, -0.451, -0.474, -0.379, -0.087, -0.391, 0.090, -0.956, -0.786, 0.414, 0.360, 0.351, 0.374, 0.301, 0.238, 0.343, -0.070, -0.312, 0.219, -0.905, -0.587, 0.337, 0.392, 0.313, 0.309, -0.131, 0.379, 0.400], "s_squared": 2.116, "spin_multiplicity": 3, "e_tot_ev": -61940.788, "total_charge": 2}